No. 1
Density functional theory data (the ωB97M-V functional and the def2-TZVPD basis) for an isolated ion of composition C10H17O3S and charge -1 at a distorted geometry.

Cartesian coordinates (Å):
S 1.676 1.581 2.033
O 2.773 0.612 2.164
O 0.585 1.380 3.055
O 2.160 3.004 1.934
C -0.961 1.405 -1.264
C -1.355 -0.471 0.279
C -1.399 0.895 1.016
C -0.461 1.745 0.248
C 0.427 -1.492 1.973
C -1.491 0.004 -1.183
C 0.969 1.287 0.347
C 0.044 -1.102 0.551
C 2.084 1.229 -0.583
C 0.668 -1.930 -0.593
H 1.156 -1.255 -1.298
H 1.286 -2.750 -0.268
H 0.817 -2.514 2.103
H -2.476 1.252 0.789
H -0.569 2.837 0.488
H 1.923 0.438 -1.294
H -0.087 1.339 -1.926
H -1.198 0.883 2.033
H -2.182 -1.093 0.672
H -0.355 -1.397 2.624
H -2.677 0.003 -1.342
H 3.008 1.158 0.058
H 2.318 2.166 -0.987
H 1.277 -0.882 2.346
H -0.935 -0.688 -1.682
H -0.104 -2.386 -1.199
H -1.734 1.964 -1.642

HOMO energy (spin up / spin down), eV: -3.9 / -3.9
ΔE to the lowest compared entry with this formula, charge and spin, kJ/mol: 249.2
LUMO (spin up / spin down), eV: 3.378 / 3.335
Net charge: -1

No. 2
Density functional theory data (the ωB97M-V functional and the def2-TZVPD basis) for C27H25BF4N3PPbS2 as an isolated structure.

Cartesian coordinates (Å):
Pb -0.736 -0.644 -1.039
S -0.336 -2.275 3.516
S -2.068 -0.336 1.978
P -0.809 1.552 1.274
F 2.848 -0.722 -2.198
F 1.117 -2.109 -1.672
F 1.896 -2.014 -3.841
F 3.182 -3.001 -2.202
N 0.337 3.387 -2.237
N 0.263 -1.385 1.175
N 0.060 0.236 -3.367
C 1.388 -2.081 1.619
C 0.527 1.157 3.667
C 1.663 0.974 4.438
C 1.233 -2.663 2.883
C 3.027 1.043 2.454
C -3.285 3.762 -2.842
C -0.675 -1.360 2.083
C -0.581 1.577 -0.336
C -1.918 3.997 -2.889
C -2.426 -1.789 -5.211
C -1.307 -1.434 -4.474
C -3.796 2.783 -2.006
C -3.052 0.516 -5.389
C 0.642 1.283 2.284
C 2.260 -3.381 3.486
C 3.457 -3.489 2.807
C 3.628 -2.888 1.556
C 2.607 -2.181 0.954
C -1.851 2.785 2.085
C 1.896 1.238 1.679
C -1.042 3.254 -2.104
C -1.054 -0.092 -4.198
C -1.547 2.298 -1.199
C -3.309 -0.819 -5.665
C -2.927 2.069 -1.190
C 2.911 0.912 3.831
C -1.927 0.881 -4.665
B 2.320 -1.983 -2.513
H -3.730 1.285 -5.738
H -2.540 3.190 1.344
H -0.610 -2.189 -4.129
H 1.970 1.327 0.602
H -3.949 4.343 -3.469
H -4.858 2.581 -1.978
H -1.521 4.749 -3.563
H -1.724 1.922 -4.454
H 2.125 -3.830 4.461
H 3.796 0.755 4.434
H -0.450 1.171 4.135
H 3.998 0.986 1.980
H -1.220 3.581 2.480
H -2.608 -2.834 -5.428
H 4.574 -2.981 1.040
H 0.876 -0.301 -3.654
H 4.275 -4.037 3.255
H 0.285 1.227 -3.352
H 0.667 4.254 -2.630
H -2.412 2.322 2.893
H 1.573 0.862 5.510
H -4.186 -1.101 -6.232
H 2.754 -1.711 -0.005
H 0.866 3.057 -1.442
H -3.320 1.320 -0.508

HOMO energy, eV: -7.7
ΔE to the lowest compared entry with this formula, charge and spin, kJ/mol: 58.5
LUMO, eV: -0.335

No. 3
Density functional theory data (the ωB97M-V functional and the def2-TZVPD basis) for a 5-piece molecular cluster, C18H34Cl8F3N4O overall at a distorted geometry.

Cartesian coordinates (Å):
Cl 1.197 3.070 1.147
Cl -1.937 1.650 -3.997
Cl 3.249 -1.192 -0.903
Cl 2.945 1.503 -5.271
Cl -1.163 1.166 -0.410
Cl -4.185 -0.177 -2.206
Cl 0.005 -1.169 -1.870
Cl 3.485 -1.813 -5.802
F -1.028 1.907 3.529
F -2.520 3.226 4.269
F -2.280 3.064 2.168
O -3.236 0.558 4.471
N -1.144 -3.324 3.007
N -0.906 -2.284 2.223
N -2.143 -0.335 1.746
N -2.836 -2.096 3.162
C 0.227 1.985 -1.170
C -1.979 -1.499 2.348
C -4.405 1.476 -2.842
C 2.417 0.790 2.891
C -3.351 0.465 1.994
C 4.508 0.711 -5.611
C -3.329 1.292 3.283
C -3.711 1.675 -4.166
C 0.316 -2.139 1.431
C 1.438 -1.325 -2.932
C 1.283 -1.021 4.162
C 1.434 2.012 -0.268
C 2.533 -2.109 -2.261
C 1.965 -0.709 2.817
C -2.242 2.378 3.298
C 4.361 -0.455 -6.556
C 1.014 -0.791 1.612
C -2.311 -3.216 3.575
H 1.728 1.385 3.490
H -2.790 -3.893 4.258
H 2.062 -1.037 4.927
H 1.007 -2.930 1.731
H 2.161 -3.059 -1.882
H 0.565 -0.236 4.408
H -4.284 1.819 3.334
H -5.476 1.629 -2.962
H 2.364 1.195 1.871
H -1.470 0.053 1.099
H -3.977 2.647 -4.579
H 0.073 -2.313 0.381
H 1.618 -0.634 0.717
H 0.345 0.072 1.672
H 3.340 -2.313 -2.961
H 0.458 1.432 -2.079
H 5.156 1.465 -6.055
H 3.829 -0.174 -7.462
H 1.771 -0.327 -3.209
H -0.093 2.985 -1.450
H -4.215 -0.197 1.948
H 0.789 -1.999 4.191
H -4.040 2.175 -2.092
H 5.344 -0.827 -6.838
H 2.887 -1.273 2.661
H 1.681 1.017 0.095
H -3.470 1.163 1.163
H -3.991 0.910 -4.886
H -2.346 0.212 4.604
H 2.292 2.399 -0.816
H 1.110 -1.836 -3.835
H 3.455 0.895 3.201
H -0.495 -4.085 3.146
H 4.941 0.403 -4.662

HOMO energy, eV: -12.3
ΔE to the lowest compared entry with this formula, charge and spin, kJ/mol: 0.0
LUMO, eV: -2.205
Net charge: +1

No. 4
Density functional theory data (the ωB97M-V functional and the def2-TZVPD basis) for a 2-piece molecular cluster, C3H6F2NP overall at a distorted geometry.

Cartesian coordinates (Å):
P 1.756 0.593 -1.062
F -2.411 -0.162 1.251
F -1.071 1.221 0.217
N -1.685 -2.006 -0.810
C -2.005 0.266 -0.018
C -1.368 -0.800 -0.855
C 2.127 0.845 0.764
H 1.671 0.040 1.416
H 2.134 -0.686 -1.031
H -1.221 -2.730 -1.309
H 1.801 1.782 0.944
H 3.153 0.981 0.935
H -2.879 0.654 -0.441

HOMO energy (spin up / spin down), eV: -8.9 / -8.2
ΔE to the lowest compared entry with this formula, charge and spin, kJ/mol: 291.6
LUMO (spin up / spin down), eV: -0.647 / -0.804

No. 5
Density functional theory data (the ωB97M-V functional and the def2-TZVPD basis) for a 2-piece molecular cluster, C2H4Cl2S overall at a distorted geometry.

Cartesian coordinates (Å):
Cl -0.063 -0.123 -2.315
Cl 0.517 2.159 -0.654
S -1.944 0.501 -0.145
C 0.762 -0.925 0.638
C -0.267 0.571 -0.657
H -1.788 1.191 1.105
H 0.187 -1.676 1.208
H 1.519 -0.254 1.028
H 1.076 -1.444 -0.207

HOMO energy, eV: -8.8
ΔE to the lowest compared entry with this formula, charge and spin, kJ/mol: 294.9
LUMO, eV: 0.060

No. 6
Density functional theory data (the ωB97M-V functional and the def2-TZVPD basis) for C15H35BeN5O18S2Sr as an isolated structure at a distorted geometry.

Cartesian coordinates (Å):
Sr 1.780 -5.129 2.658
S -0.377 3.707 5.441
S 3.565 0.778 -5.496
O 1.826 -0.433 -0.332
O -0.632 -2.522 -4.619
O -3.086 0.580 -0.010
O 1.289 3.621 5.332
O -0.983 2.436 5.865
O 3.683 0.161 -6.799
O -2.735 -1.694 -4.600
O 4.039 2.155 -5.407
O 4.174 -0.173 -4.338
O -0.801 4.918 6.084
O -2.350 1.983 -1.579
O -2.586 0.798 4.133
O 1.121 -2.977 1.399
O -3.357 -0.593 5.588
O -0.457 3.838 3.764
O -0.684 -5.784 2.261
O 2.002 0.580 -4.996
O 2.961 3.674 0.452
N 2.274 3.830 -1.705
N -2.540 -5.104 1.056
N -1.629 -2.059 -4.089
N -2.821 -0.341 4.469
N -2.434 1.562 -0.400
C 0.141 -2.091 0.770
C -1.517 -1.897 -2.624
C 3.263 4.853 -2.118
C 0.596 -0.636 0.300
C -3.819 -4.360 1.015
C 1.839 3.351 4.080
C 1.874 -0.350 -3.993
C 0.646 3.088 3.085
C 1.470 3.222 -2.829
C -1.942 -5.360 -0.269
C -1.790 2.333 0.693
C -2.648 -1.306 3.421
C 3.224 -0.397 -3.234
C 2.238 3.294 -0.468
C -1.785 -5.230 2.245
Be 3.416 -2.219 0.390
H -0.640 -1.282 -2.424
H -0.374 -2.710 0.036
H 3.378 5.542 -1.282
H -3.704 -3.370 0.573
H 0.685 0.007 1.176
H -0.249 -0.078 -0.103
H 1.467 2.521 -0.327
H 1.666 -1.303 -4.478
H -2.086 -4.543 -0.976
H -3.470 -1.238 2.708
H -0.707 -1.877 1.421
H 2.073 2.786 -3.625
H -1.705 -0.993 2.974
H 0.759 3.537 2.098
H -4.366 -4.366 1.957
H 0.494 2.025 2.899
H -0.714 2.177 0.620
H 4.228 4.425 -2.388
H -1.574 -2.871 -2.140
H 2.449 2.448 4.045
H -2.539 -2.302 3.850
H 3.534 -1.362 -2.832
H -2.299 -4.787 3.112
H 1.001 -0.213 -3.354
H 2.960 5.454 -2.976
H -2.128 2.026 1.683
H 2.589 4.085 3.786
H -2.120 3.354 0.499
H -2.235 -6.293 -0.749
H 0.836 2.434 -2.424
H 3.389 0.376 -2.483
H -4.575 -4.859 0.409
H -0.863 -5.488 -0.187
H -2.410 -1.315 -2.396
H 0.800 3.941 -3.300

HOMO energy (spin up / spin down), eV: -11.0 / -11.0
LUMO (spin up / spin down), eV: -5.682 / -6.038
Multiplicity: 2
Net charge: +1

No. 7
Density functional theory data (the ωB97M-V functional and the def2-TZVPD basis) for the molecule C2H6N4OS at a distorted geometry.

Cartesian coordinates (Å):
S 0.562 -1.070 0.110
O -2.977 0.196 -0.596
N 2.944 -0.002 0.328
N -1.688 0.501 1.265
N -0.775 -0.426 -0.706
N 1.435 1.545 -0.493
C -1.910 0.084 -0.033
C 1.659 0.362 -0.103
H 0.495 1.632 -0.859
H -2.487 0.851 1.813
H 3.341 -0.810 -0.214
H 3.546 0.805 0.143
H -1.010 -0.914 -1.594
H -0.961 -0.015 1.764

HOMO energy, eV: -9.8
ΔE to the lowest compared entry with this formula, charge and spin, kJ/mol: 27.8
LUMO, eV: 0.492
Structure (SMILES): [H]/N=C(/N)SNC(N)=O

No. 8
Density functional theory data (the ωB97M-V functional and the def2-TZVPD basis) for C23H17Cl2N2O4OsS2 as an isolated structure.

Cartesian coordinates (Å):
Os 1.072 0.244 1.088
Cl 2.814 1.257 2.386
Cl 5.228 2.773 1.766
S -2.106 -0.257 0.773
S 0.254 1.991 -0.549
O -1.860 1.171 0.753
O 3.338 4.021 -0.918
O 1.817 2.382 -1.043
O -2.895 -0.788 1.841
N 1.885 -1.753 0.332
N -0.612 -0.909 0.732
C -4.164 -1.122 -0.750
C 1.240 -4.088 0.315
C 3.555 -3.452 0.139
C 2.603 -4.432 0.201
C -2.836 -0.720 -0.759
C 0.057 6.159 1.128
C 0.916 -2.720 0.404
C -4.066 -1.313 -3.145
C -2.733 -0.916 -3.137
C 1.175 5.654 0.491
C 2.230 3.661 -0.678
C 0.010 3.564 0.219
C -1.409 -3.269 0.612
C 0.205 -5.052 0.344
C 3.144 -2.116 0.197
C -1.125 4.052 0.849
C 1.138 4.344 0.037
C -2.109 -0.613 -1.940
C -4.778 -1.416 -1.960
C -0.434 -2.309 0.588
C 4.338 1.347 1.362
C -1.076 5.362 1.303
C -1.086 -4.639 0.475
H -4.550 -1.545 -4.084
H -2.183 -0.844 -4.066
H -2.441 -2.995 0.773
H -1.942 5.773 1.804
H 0.056 7.178 1.488
H 2.065 6.248 0.332
H 4.908 0.462 1.617
H -5.813 -1.728 -1.974
H 3.872 -1.320 0.095
H 4.011 1.378 0.327
H -1.071 -0.310 -1.920
H -1.887 -5.365 0.495
H 0.457 -6.102 0.273
H 4.605 -3.683 0.037
H -4.696 -1.202 0.188
H -1.999 3.435 0.987
H 2.881 -5.478 0.169

HOMO energy (spin up / spin down), eV: -10.5 / -11.4
ΔE to the lowest compared entry with this formula, charge and spin, kJ/mol: 158.2
LUMO (spin up / spin down), eV: -3.247 / -4.534
Multiplicity: 5
Net charge: +1

No. 9
Density functional theory data (the ωB97M-V functional and the def2-TZVPD basis) for C4H4NdO5 as an isolated structure at a distorted geometry.

Cartesian coordinates (Å):
Nd -0.611 0.900 1.335
O -1.036 -1.734 -3.836
O -1.335 2.502 3.004
O 0.796 -1.692 -2.544
O -0.068 0.898 3.715
O -0.932 -0.451 -1.995
C -0.922 1.810 3.973
C 1.099 -1.169 -1.226
C -0.441 -1.316 -2.873
C 0.147 0.005 -1.100
H 2.156 -0.882 -1.191
H 0.915 -1.985 -0.511
H -0.367 2.251 4.880
H 0.600 0.862 -1.631

HOMO energy (spin up / spin down), eV: -13.0 / -13.0
ΔE to the lowest compared entry with this formula, charge and spin, kJ/mol: 187.6
LUMO (spin up / spin down), eV: -6.634 / -6.409
Multiplicity: 4
Net charge: +1

No. 10
Density functional theory data (the ωB97M-V functional and the def2-TZVPD basis) for C31H72AsBrO9P2SSiTi as an isolated structure at a distorted geometry.

Cartesian coordinates (Å):
Br -2.942 0.937 1.151
As -0.122 3.119 1.354
Ti -0.494 0.778 0.255
S 1.962 0.939 -0.513
P -1.226 -2.505 0.322
P -0.766 -1.073 2.926
Si 0.994 0.810 -2.303
O 0.702 -0.683 -2.930
O -0.004 -0.084 2.104
O 0.236 -2.110 3.571
O 1.572 1.691 -3.566
O -1.503 -0.349 4.086
O 0.002 -3.468 0.503
O -0.840 -1.261 -0.383
O -0.582 1.356 -1.945
O -2.254 -3.410 -0.413
C -0.119 -4.904 0.757
C 0.978 4.490 0.508
C 2.729 3.730 -2.947
C -1.835 -2.196 1.997
C 2.717 2.819 -5.279
C -2.004 -2.033 5.816
C 0.788 -5.241 1.911
C 0.233 -5.614 -0.529
C -1.680 4.107 1.955
C 1.557 -1.631 4.017
C 1.562 -1.721 -3.393
C -3.837 -1.009 4.394
C -3.413 -3.018 -1.243
C 1.979 -2.538 5.147
C 2.761 2.472 -3.804
C -2.880 1.968 -2.200
C -1.475 5.497 2.537
C 0.714 -2.980 -3.424
C -1.583 1.119 -4.149
C 0.786 2.901 3.080
C 2.736 -1.907 -2.443
C 2.036 -1.372 -4.797
C -1.089 3.384 -3.182
C 4.003 1.646 -3.497
C 1.774 5.442 1.395
C 2.517 -1.643 2.851
C -2.491 -0.819 5.057
C -2.888 -2.681 -2.615
C -4.219 -1.912 -0.610
C 2.134 2.193 2.985
C -1.533 1.962 -2.883
H 0.885 3.881 3.548
H -3.725 -2.490 -3.290
H 3.551 3.476 -5.541
H 2.663 -2.171 -5.201
H 0.289 -3.167 -2.435
H 3.494 -1.291 3.195
H -0.936 3.936 -2.252
H -5.044 -1.664 -1.279
H 4.058 1.385 -2.439
H -2.389 1.478 -4.795
H -3.895 -1.959 3.856
H 3.699 4.234 -2.976
H 2.187 -0.998 2.037
H 0.642 -6.287 2.191
H -2.860 2.538 -1.271
H 1.432 -0.609 4.382
H -1.096 6.200 1.793
H -1.069 -1.833 6.339
H 2.611 -0.444 -4.797
H -1.863 3.896 -3.761
H 1.258 -2.525 5.966
H 2.516 3.466 -1.912
H 2.380 -2.077 -1.423
H -1.772 0.075 -3.899
H -3.206 0.957 -1.954
H 4.004 0.724 -4.086
H -0.104 -2.866 -4.139
H 2.030 1.203 2.540
H 2.632 -2.659 2.470
H -2.256 -1.788 -2.572
H 2.500 4.911 2.011
H -4.608 -1.024 5.167
H 1.149 6.028 2.064
H 1.316 -3.845 -3.718
H 0.220 -6.695 -0.370
H -2.294 -3.500 -3.019
H -2.760 -2.309 6.553
H -1.157 -5.124 1.019
H -4.645 -2.208 0.351
H 1.654 3.918 -0.125
H 2.947 -2.215 5.536
H -1.824 -3.153 2.525
H -0.472 -5.366 -1.322
H 0.577 -4.612 2.775
H 1.833 -5.106 1.627
H 2.081 -3.566 4.791
H 0.088 2.317 3.683
H 1.234 -5.321 -0.852
H 3.330 -2.765 -2.766
H -0.778 5.500 3.377
H -4.046 -0.198 3.695
H -0.643 1.172 -4.702
H 4.899 2.215 -3.761
H 2.336 6.146 0.773
H 1.969 4.432 -3.296
H 1.176 -1.235 -5.457
H -1.846 -2.890 5.157
H 2.846 2.741 2.365
H -2.156 3.435 2.670
H -3.613 2.422 -2.872
H -0.162 3.396 -3.752
H -4.005 -3.930 -1.268
H -2.548 0.026 5.739
H 1.782 3.330 -5.516
H -2.423 5.900 2.905
H 0.312 5.036 -0.164
H 2.582 2.080 3.977
H -2.837 -1.778 1.926
H 2.780 1.915 -5.889
H -3.630 -1.009 -0.449
H -2.360 4.140 1.103
H 3.384 -1.027 -2.418

HOMO energy (spin up / spin down), eV: -5.4 / -7.5
ΔE to the lowest compared entry with this formula, charge and spin, kJ/mol: 0.0
LUMO (spin up / spin down), eV: 0.410 / 0.410
Multiplicity: 3

No. 11
Density functional theory data (the ωB97M-V functional and the def2-TZVPD basis) for C4H7N as an isolated structure at a distorted geometry.

Cartesian coordinates (Å):
N 0.951 1.012 0.214
C 1.737 0.108 -0.305
C 0.836 -1.051 -0.053
C -1.567 0.586 -0.262
C -0.170 0.153 0.228
H -0.634 0.177 1.938
H -1.673 0.437 -1.293
H -2.327 0.059 0.283
H -1.509 1.575 -0.210
H 1.023 -1.614 0.836
H 2.748 0.348 -0.638
H 0.585 -1.790 -0.737

HOMO energy, eV: -8.8
ΔE to the lowest compared entry with this formula, charge and spin, kJ/mol: 457.2
LUMO, eV: 0.587

No. 12
Density functional theory data (the ωB97M-V functional and the def2-TZVPD basis) for the molecule C5H8OS2 at a distorted geometry.

Cartesian coordinates (Å):
S 0.787 -1.745 -1.044
S -3.140 -1.369 0.076
O -1.222 1.699 -0.806
C 0.268 -0.001 -0.854
C 0.843 -0.635 0.420
C 2.180 -0.143 0.819
C -2.047 -0.174 0.281
C -1.182 0.305 -0.891
H -1.638 2.105 -0.060
H 2.941 -0.306 0.093
H -1.678 -0.035 -1.815
H 2.677 -0.615 1.677
H 0.841 0.679 -1.398
H -1.709 0.168 1.302
H 2.015 0.909 1.019
H 0.064 -0.842 1.181

HOMO energy, eV: -8.9
ΔE to the lowest compared entry with this formula, charge and spin, kJ/mol: 205.2
LUMO, eV: -0.702
Structure (SMILES): C[C@@H]1S[C@H]1[C@H](O)C=S

Question: Which formula does entry 6 have?
Answer: C15H35BeN5O18S2Sr